No. 1
73
Properties=species:S:1:pos:R:3:mulliken_spin:R:1 method="wB97M-V/def2-TZVPD" relative_energy_kcal_mol=13.1 charge=+3 lumo_energy_ev="-9.94 / -12.49" total_energy_ev=-66196.1003 spin_multiplicity=2 s_squared=0.756
Ti -0.372 0.314 -0.386 -0.001
C -2.968 2.473 1.307 0.000
C -2.640 1.132 1.775 0.002
C -3.161 0.542 2.984 0.002
C -2.571 -0.716 3.034 -0.003
N -1.875 -0.964 1.891 0.015
N -1.798 0.191 1.196 0.003
B -1.128 -2.281 1.406 -0.026
N -1.559 -2.412 -0.031 0.010
C -1.686 -3.482 -0.842 0.003
C -1.822 -3.114 -2.193 0.000
C -1.854 -1.712 -2.166 0.000
C -1.996 -0.669 -3.201 0.000
N -1.597 -1.292 -0.920 -0.002
N 0.412 -1.807 1.476 0.007
C 1.444 -2.278 2.177 -0.001
C 2.475 -1.327 2.205 -0.001
C 2.051 -0.256 1.395 0.000
C 2.682 1.113 1.077 0.000
N 0.839 -0.565 0.914 0.000
N -1.500 -3.561 2.137 0.242
C -2.739 -4.291 2.116 0.074
C -2.974 -4.755 3.382 0.024
C -1.879 -4.249 4.217 0.217
C -1.497 -4.617 5.564 0.025
N -0.933 -3.700 3.380 0.334
H -3.356 3.039 2.144 0.000
H -3.732 2.475 0.523 0.000
H -2.029 2.951 0.905 0.000
H -3.854 0.929 3.709 0.000
H -2.757 -1.517 3.718 0.007
H -1.682 -4.515 -0.489 0.001
H -1.641 -3.724 -3.085 0.000
H -2.665 -1.028 -3.997 0.000
H -1.048 -0.394 -3.697 0.000
H -2.359 0.302 -2.838 0.000
H 1.447 -3.310 2.655 -0.001
H 3.362 -1.300 2.841 0.000
H 2.867 1.278 -0.004 0.000
H 3.657 1.041 1.561 0.000
H 2.095 1.977 1.407 0.000
H -3.366 -4.413 1.215 -0.018
H -3.834 -5.391 3.662 0.002
H -1.091 -3.700 6.053 0.033
H -0.635 -5.354 5.566 0.054
H -2.335 -5.010 6.189 0.000
C 3.957 0.802 -3.984 0.000
N 2.825 0.116 -3.368 0.000
C 2.789 -1.290 -3.087 0.000
C 1.722 -1.490 -2.282 0.000
N 1.054 -0.266 -2.087 0.000
C 1.717 0.637 -2.792 0.000
H 4.071 0.628 -5.032 0.000
H 4.908 0.454 -3.540 0.000
H 3.951 1.890 -3.900 0.000
H 3.561 -1.941 -3.485 0.000
H 1.359 -2.390 -1.827 0.000
H 1.403 1.695 -2.931 0.000
C 0.166 5.205 -2.559 0.000
C 1.137 4.459 -1.609 0.000
C 1.332 5.187 -0.244 0.000
C 2.558 4.202 -2.224 0.000
C 0.405 3.174 -1.182 0.000
C -0.139 2.137 -0.820 0.000
H 0.658 6.038 -3.090 0.000
H -0.659 5.631 -2.011 0.000
H -0.230 4.507 -3.315 0.000
H 1.853 6.182 -0.391 0.000
H 1.899 4.591 0.446 0.000
H 0.387 5.469 0.323 0.000
H 3.214 5.111 -2.360 0.000
H 2.624 3.566 -3.141 0.000
H 3.081 3.643 -1.439 0.000

=====

No. 2
90
Properties=species:S:1:pos:R:3:lowdin_charge:R:1 method="wB97M-V/def2-TZVPD" relative_energy_kcal_mol=0.0 charge=+1 lumo_energy_ev=-7.00 total_energy_ev=-123968.3082 spin_multiplicity=1
C 5.326 -1.346 1.596 -0.193
C 4.287 -0.352 0.928 -0.514
S 3.180 -1.452 -0.062 0.760
C 2.410 -0.482 -1.476 -0.505
N 1.272 0.338 -1.076 -0.164
C 1.583 1.771 -1.288 -0.137
C 2.422 2.270 -0.018 -0.175
O 2.098 3.643 0.258 -0.041
C 2.877 4.529 -0.494 -0.455
C 4.468 4.525 -0.452 0.015
O 2.341 5.367 -1.178 0.119
C -0.020 -0.071 -1.654 -0.339
C -0.337 -1.593 -1.747 -0.150
C -0.085 -2.475 -0.469 -0.086
C -0.278 -1.762 0.911 -0.381
O 0.374 -0.856 1.350 0.106
N -1.349 -2.272 1.811 0.098
C -2.564 -1.564 1.561 -0.139
C -3.563 -2.235 0.639 0.018
C -4.800 -1.527 0.395 0.053
C -5.109 -0.169 1.052 0.109
C -4.085 0.444 1.941 -0.064
C -2.805 -0.225 2.214 0.063
C -1.302 0.611 -0.934 -0.592
O -2.375 0.558 -1.549 0.040
O -1.193 1.210 0.235 -0.020
P -0.113 0.597 -3.457 0.697
N -1.156 -0.322 -4.243 -0.169
O 1.356 0.462 -4.270 -0.215
O -0.761 2.144 -3.462 -0.145
H 4.925 -2.420 1.496 -0.041
H 6.315 -1.343 1.031 0.094
H 5.472 -1.155 2.694 0.106
H 4.836 0.436 0.352 0.039
H 3.669 0.069 1.773 0.078
H 2.250 -1.121 -2.390 0.085
H 3.258 0.255 -1.780 -0.099
H 2.121 1.983 -2.268 0.128
H 0.670 2.437 -1.302 0.144
H 2.006 1.665 0.842 0.130
H 3.522 2.076 -0.126 0.090
H 4.799 3.917 -1.345 0.087
H 4.798 3.992 0.492 0.073
H 4.891 5.557 -0.493 0.096
H -1.421 -1.708 -2.050 0.130
H 0.242 -2.047 -2.613 0.083
H 0.918 -3.005 -0.537 0.085
H -0.838 -3.325 -0.512 0.115
H -1.453 -3.287 1.731 0.127
H -3.328 -3.224 0.159 0.119
H -5.541 -2.034 -0.288 0.128
H -6.111 0.295 0.827 0.123
H -4.326 1.455 2.403 -0.067
H -2.063 0.284 2.879 0.133
H -0.668 -0.761 -5.040 -0.029
H 1.221 0.319 -5.225 0.078
H -0.213 2.757 -3.991 0.089
Li 5.507 -3.526 0.592 0.645
N -8.261 -1.963 -1.654 -0.328
S -8.812 -2.795 -2.880 0.484
O -9.202 -2.053 -4.043 -0.286
O -9.578 -3.970 -2.582 -0.289
F -7.432 -3.443 -3.377 -0.220
S -9.390 -1.115 -0.960 0.465
O -8.875 -0.110 -0.064 -0.324
O -10.556 -1.799 -0.485 -0.284
F -9.970 -0.217 -2.136 -0.189
C 1.864 -4.245 -3.985 -0.004
C 3.097 -4.474 -3.195 -0.198
N 4.067 -4.654 -2.575 -0.176
H 2.044 -4.495 -5.031 0.106
H 1.057 -4.871 -3.601 0.105
H 1.568 -3.197 -3.913 0.074
C 0.402 3.173 5.881 -0.054
C 1.527 2.565 6.430 -0.060
C 2.605 2.238 5.620 -0.004
C 2.547 2.529 4.262 -0.139
C 1.424 3.131 3.703 0.021
C 0.349 3.451 4.520 -0.044
N 3.689 2.211 3.406 -0.317
O 4.657 1.664 3.916 0.066
O 3.611 2.511 2.225 0.022
H -0.437 3.432 6.518 0.115
H 1.562 2.349 7.491 0.112
H 3.475 1.765 6.058 0.117
H 1.373 3.355 2.643 0.114
H -0.530 3.922 4.096 0.119
Be 4.881 -0.079 -2.140 0.471
Cl -5.586 3.018 2.349 0.035
Cs 5.274 -6.139 -0.867 1.124

=====

> The highest charge belongs to which entry?

C26H35BN10Ti